1.
Entry from the OMol25 dataset: the molecule C5H11N (wB97M-V/def2-TZVPD).

Its HOMO energy is -8.8 eV. The net charge is 0. The energy above the lowest of the compared OMol25 structures with the same formula, charge and spin is 26.9 kcal per mole. The orbital gap comes out at 9.899 eV. As for the SMILES: CN1CC1(C)C.

CARTESIAN COORDINATES (ANGSTROEM)
1 C -0.6134 -1.7210 0.8972
2 N 0.2590 -1.0765 -0.0610
3 C 1.3523 -0.2498 0.4077
4 C 0.1966 0.3571 -0.3100
5 C 0.2757 0.6908 -1.7860
6 C -0.7084 1.2805 0.4836
7 H -0.8362 -1.1305 1.7998
8 H -1.5607 -1.9639 0.4039
9 H -0.1513 -2.6600 1.2187
10 H 2.3133 -0.3970 -0.0839
11 H 1.4184 -0.0465 1.4798
12 H 0.3125 1.7726 -1.9531
13 H -0.6118 0.3002 -2.2962
14 H 1.1535 0.2358 -2.2523
15 H -0.2460 2.2728 0.5378
16 H -1.6871 1.3947 0.0033
17 H -0.8664 0.9407 1.5109

=====

2.
Entry from the OMol25 dataset: the molecule C5H11N at a distorted geometry (wB97M-V/def2-TZVPD).

Its HOMO energy is -8.3 eV. The net charge is 0. The energy above the lowest of the compared OMol25 structures with the same formula, charge and spin is 23.7 kcal per mole. The orbital gap comes out at 9.499 eV. As for the SMILES: CN1CCCC1.

CARTESIAN COORDINATES (ANGSTROEM)
1 C -0.8267 -0.9750 -1.7067
2 N 0.0165 -0.1207 -0.8636
3 C -0.6021 1.0405 -0.1876
4 C 0.0965 1.2403 1.1695
5 C 1.1373 0.0544 1.2272
6 C 0.6392 -0.9260 0.2289
7 H -0.5470 -0.9072 -2.7735
8 H -1.8616 -0.7158 -1.5167
9 H -0.5078 -2.0007 -1.4943
10 H -1.7229 0.9996 0.0645
11 H -0.4973 1.8290 -0.9270
12 H -0.6240 1.1058 1.9774
13 H 0.6363 2.1872 1.2473
14 H 2.0835 0.4749 0.8187
15 H 1.2710 -0.1912 2.3000
16 H 1.4374 -1.5129 -0.2639
17 H -0.1286 -1.5822 0.6999

=====

3.
Entry from the OMol25 dataset: the molecule C5H11N at a distorted geometry (wB97M-V/def2-TZVPD).

Its HOMO energy is -7.3 eV. The net charge is 0. The energy above the lowest of the compared OMol25 structures with the same formula, charge and spin is 38.5 kcal per mole. The orbital gap comes out at 8.361 eV. As for the SMILES: CC(C)=C(C)N.

CARTESIAN COORDINATES (ANGSTROEM)
1 C -0.3436 0.0960 1.9681
2 C -0.0422 -0.3955 0.5183
3 C 0.5565 -1.8137 0.2356
4 C -0.2778 0.5469 -0.5290
5 C 0.2808 0.3696 -1.8697
6 N -0.6739 1.8958 -0.3144
7 H -0.0154 1.1423 2.1161
8 H -1.4713 0.0639 2.0260
9 H 0.2016 -0.4940 2.6914
10 H 1.7849 -1.7083 0.2484
11 H 0.4404 -2.5603 1.0026
12 H 0.2210 -2.2880 -0.7231
13 H 1.0906 0.9741 -2.0030
14 H -0.4154 0.2614 -2.7124
15 H 0.7847 -0.5815 -2.0830
16 H -1.1039 2.1990 0.5364
17 H -1.0168 2.2922 -1.1084

=====

4.
Entry from the OMol25 dataset: the molecule C5H11N at a distorted geometry (wB97M-V/def2-TZVPD).

Its HOMO energy is -8.6 eV. The net charge is 0. The energy above the lowest of the compared OMol25 structures with the same formula, charge and spin is 52.4 kcal per mole. The orbital gap comes out at 9.762 eV. As for the SMILES: C=CCN(C)C.

CARTESIAN COORDINATES (ANGSTROEM)
1 C -2.3528 0.7417 -0.7715
2 C -1.0263 0.8577 -0.8400
3 C -0.1090 0.7635 0.3762
4 N 0.8329 -0.2719 -0.0155
5 C 2.2084 -0.2356 0.7687
6 C 0.1797 -1.5254 0.1227
7 H -3.0239 0.9035 -1.6710
8 H -2.9064 0.5507 0.2167
9 H -0.4026 0.9832 -1.8114
10 H -0.6983 0.3771 1.2676
11 H 0.3507 1.7573 0.7953
12 H 1.9452 -0.4743 1.8528
13 H 2.8509 -0.9343 0.2827
14 H 2.5992 0.7378 0.7603
15 H -0.3076 -1.5444 1.1844
16 H 0.8959 -2.3633 -0.0298
17 H -0.5333 -1.7016 -0.6758

=====

5.
Entry from the OMol25 dataset: the molecule C5H11N (wB97M-V/def2-TZVPD).

Its HOMO energy is -7.7 eV. The net charge is 0. The energy above the lowest of the compared OMol25 structures with the same formula, charge and spin is 100.9 kcal per mole. The orbital gap comes out at 8.627 eV.

CARTESIAN COORDINATES (ANGSTROEM)
1 C -0.9005 1.1045 -0.7356
2 N -1.4289 -1.0384 -0.6905
3 C -0.6518 -1.6905 0.1320
4 C -0.0502 -0.0209 -0.0499
5 C 1.3144 -0.1896 -0.7440
6 C 0.1613 0.5174 1.3901
7 H -1.7734 1.3431 -0.1216
8 H -0.2311 1.9656 -0.7880
9 H -1.2717 0.8735 -1.7341
10 H 0.1711 -2.3427 -0.2456
11 H -0.9992 -2.0020 1.1433
12 H 2.0557 -0.7317 -0.1407
13 H 1.7341 0.8069 -0.9333
14 H 1.2022 -0.7041 -1.7005
15 H 0.8675 -0.0466 2.0087
16 H 0.5830 1.5306 1.2801
17 H -0.7824 0.6249 1.9296

=====

6.
Entry from the OMol25 dataset: the molecule C5H11N at a distorted geometry (wB97M-V/def2-TZVPD).

Its HOMO energy is -7.7 eV. The net charge is 0. The energy above the lowest of the compared OMol25 structures with the same formula, charge and spin is 148.2 kcal per mole. The orbital gap comes out at 6.098 eV.

CARTESIAN COORDINATES (ANGSTROEM)
1 N 2.6698 0.7383 -1.7756
2 C 1.6472 0.7045 -0.8374
3 C 0.2699 -0.2802 -0.9972
4 C -0.3691 -1.1367 -0.0342
5 C -0.6546 -0.5803 1.3089
6 C -2.0017 0.3406 1.0999
7 H 3.3053 -0.0759 -1.7243
8 H 1.3188 1.6428 -1.3067
9 H 1.8379 0.7465 0.2316
10 H -0.4474 0.5509 -0.9636
11 H 0.3086 -0.6971 -2.0010
12 H 0.0332 0.1122 1.8522
13 H 0.0338 -2.1456 -0.0027
14 H -1.0044 -1.2709 2.0782
15 H -2.6630 -0.4591 0.7441
16 H -2.4065 0.7478 2.0326
17 H -1.8778 1.0624 0.2953